An isolated molecule of C6H13N in a non-equilibrium geometry, computed with ωB97M-V with the def2-TZVPD basis set.

Bonds (Å) are listed after each position.
Cartesian coordinates (Å):
1 N 1.23 1.98 -0.33  C3 1.387, C7 1.428, H10 0.998
2 C -1.30 -1.97 0.64  C5 1.550, C6 1.545, H9 1.091, H18 1.086
3 C 1.01 0.63 -0.07  N1 1.387, C4 1.337, H19 1.084
4 C -0.04 -0.04 -0.55  C3 1.337, C6 1.523, H17 1.081
5 C -2.70 -1.86 -0.01  C2 1.550, H11 1.090, H13 1.089, H16 1.093
6 C -0.17 -1.54 -0.32  C2 1.545, C4 1.523, H8 1.096, H15 1.096
7 C 2.06 2.81 0.49  N1 1.428, H12 1.093, H14 1.094, H20 1.080
8 H -0.33 -2.00 -1.30  C6 1.096
9 H -1.09 -2.99 0.98  C2 1.091
10 H 0.91 2.23 -1.24  N1 0.998
11 H -3.27 -1.06 0.47  C5 1.090
12 H 2.00 3.84 0.14  C7 1.093
13 H -3.26 -2.79 0.02  C5 1.089
14 H 1.64 2.90 1.50  C7 1.094
15 H 0.76 -1.92 0.13  C6 1.096
16 H -2.59 -1.58 -1.06  C5 1.093
17 H -0.61 0.28 -1.41  C4 1.081
18 H -1.24 -1.28 1.47  C2 1.086
19 H 1.56 0.10 0.69  C3 1.084
20 H 3.09 2.51 0.57  C7 1.080

Values from the calculation:
**Structure (SMILES)**: CCC/C=C/NC
**Largest force on an atom**: 0.0367 Eh/bohr
**Energy relative to the best compared isomer or geometry (same formula, charge and spin)**: 108.9 kJ/mol